# 1
# C31H58ClFN7O8P3

3 unconnected molecules or ions with the total composition C31H58ClFN7O8P3 (the ωB97M-V functional and the def2-TZVPD basis, OMol25).

Properties
SMILES string: CNCc1c(CCCCl)cc(COC)c2c1C(=O)C(CC(=O)F)=C(P(O)O)C2=O.CN(C)P(=O)(N(C)C)N(C)C.CN(C)P(=O)(N(C)C)N(C)C
E_LUMO: -1.1 eV
HOMO energy: -7.993 eV
2S+1: 1
E_tot: -102996.7231 eV
Energy relative to the best compared isomer or geometry (same formula, charge and spin): 0.0 kJ/mol

Last column: Mulliken charge in e.
Element x y z (Å)
C: -5.533 2.207 1.556  -0.930
N: -4.326 1.325 1.512  -0.161
C: -4.866 -0.063 1.473  -1.492
C: -3.769 -1.147 1.265  0.469
C: -3.296 -2.086 2.303  0.862
C: -3.913 -1.968 3.755  -1.398
C: -3.007 -0.874 4.498  -0.219
C: -3.592 -0.422 5.888  -0.437
Cl: -2.942 1.280 6.207  -0.226
C: -2.285 -3.127 2.079  -0.852
C: -1.656 -3.236 0.754  0.484
C: -0.548 -4.281 0.431  -0.869
O: -0.150 -4.967 1.615  -0.252
C: 0.895 -5.919 1.241  -0.712
C: -2.076 -2.288 -0.307  0.160
C: -3.130 -1.265 -0.056  0.786
C: -3.477 -0.320 -1.260  -0.191
O: -4.588 0.078 -1.519  -0.571
C: -2.239 0.046 -2.165  -0.136
C: -2.223 1.504 -2.719  0.074
C: -1.949 2.446 -1.462  0.518
O: -1.117 2.096 -0.698  -0.423
F: -2.655 3.622 -1.325  -0.323
C: -1.258 -0.884 -2.387  1.192
P: 0.280 -0.502 -3.415  0.033
O: -0.153 0.011 -4.967  -0.456
O: 1.023 0.750 -2.546  -0.519
C: -1.420 -2.310 -1.733  -0.431
O: -1.097 -3.326 -2.297  -0.520
H: -5.265 3.292 1.406  0.304
H: -6.111 2.098 2.525  0.329
H: -6.259 1.958 0.727  0.308
H: -3.925 1.436 2.454  0.227
H: -5.589 -0.105 0.610  0.600
H: -5.502 -0.230 2.398  0.339
H: -4.985 -1.654 3.742  0.373
H: -3.720 -2.932 4.295  0.436
H: -1.932 -1.209 4.578  0.321
H: -2.971 0.037 3.826  0.048
H: -4.708 -0.380 5.930  0.325
H: -3.135 -1.051 6.698  0.330
H: -1.967 -3.806 2.913  0.375
H: 0.358 -3.750 0.002  0.365
H: -0.933 -4.945 -0.392  0.375
H: 1.615 -5.470 0.510  0.321
H: 0.352 -6.816 0.836  0.293
H: 1.381 -6.225 2.213  0.199
H: -3.237 1.784 -3.129  0.406
H: -1.416 1.712 -3.466  -0.475
H: -1.054 0.387 -5.006  0.365
H: 1.966 0.807 -2.789  0.352
O: 1.548 5.950 -6.940  -0.819
P: 0.054 5.627 -7.024  0.911
N: -0.419 7.250 -6.696  0.090
C: -1.520 7.737 -5.899  -0.842
C: -0.137 8.200 -7.771  -1.069
N: 0.079 4.645 -5.597  0.252
C: 0.079 5.249 -4.274  -1.085
C: 1.101 3.596 -5.637  -0.907
N: -1.619 5.147 -7.256  0.054
C: -2.219 5.482 -8.542  -1.110
C: -2.557 4.592 -6.303  -0.698
H: -2.479 7.709 -6.438  0.238
H: -1.347 8.776 -5.606  0.376
H: -1.642 7.199 -4.963  0.158
H: -0.936 8.199 -8.524  0.338
H: 0.798 7.959 -8.279  0.307
H: -0.025 9.217 -7.384  0.344
H: 0.793 6.078 -4.189  0.272
H: 0.321 4.514 -3.501  0.391
H: -0.919 5.602 -4.008  0.235
H: 2.095 3.985 -5.389  0.335
H: 1.153 3.144 -6.632  0.352
H: 0.858 2.794 -4.934  0.111
H: -2.869 6.361 -8.462  0.309
H: -2.806 4.650 -8.940  0.401
H: -1.447 5.702 -9.283  0.348
H: -2.881 5.328 -5.564  0.252
H: -2.154 3.723 -5.783  0.113
H: -3.463 4.231 -6.803  0.382
O: 3.390 -4.989 6.723  -0.833
P: 4.342 -4.863 5.530  0.908
N: 5.655 -4.324 6.506  0.093
C: 6.656 -3.323 6.218  -0.817
C: 6.223 -5.342 7.387  -1.069
N: 3.457 -3.550 4.827  0.323
C: 3.599 -2.196 5.339  -1.112
C: 2.034 -3.844 4.653  -1.217
N: 5.359 -4.869 4.099  0.051
C: 6.253 -6.010 3.942  -1.108
C: 5.558 -3.833 3.108  -0.843
H: 7.465 -3.705 5.577  0.235
H: 7.119 -2.971 7.144  0.368
H: 6.247 -2.431 5.752  0.144
H: 6.965 -5.957 6.861  0.332
H: 5.451 -6.011 7.772  0.311
H: 6.702 -4.891 8.260  0.345
H: 3.556 -2.153 6.434  0.318
H: 2.819 -1.539 4.943  0.357
H: 4.531 -1.746 4.994  0.273
H: 1.476 -3.723 5.589  0.334
H: 1.890 -4.870 4.304  0.200
H: 1.591 -3.186 3.900  0.466
H: 7.281 -5.751 4.220  0.309
H: 6.252 -6.382 2.914  0.395
H: 5.934 -6.842 4.575  0.344
H: 6.132 -2.990 3.500  0.254
H: 4.618 -3.460 2.702  0.239
H: 6.112 -4.213 2.243  0.387



# 2
# C31H58FN4

5 unconnected molecules or ions with the total composition C31H58FN4 (the ωB97M-V functional and the def2-TZVPD basis, OMol25).

Properties
Net charge: -1
E_LUMO: 2.1 eV
HOMO energy: -0.715 eV
2S+1: 1
E_tot: -41763.1638 eV

Last column: Mulliken charge in e.
Element x y z (Å)
C: -0.124 -3.666 -4.409  -0.975
C: -1.374 -4.017 -3.605  -0.316
C: -2.669 -3.599 -4.307  -0.951
C: -3.037 -2.134 -4.075  -0.648
C: -3.405 -1.783 -2.636  -0.173
C: -3.592 -0.273 -2.403  -1.041
C: -2.630 0.284 -1.350  0.098
C: -2.995 1.674 -0.821  -0.976
C: -2.464 2.013 0.582  -0.050
C: -1.133 1.382 1.000  0.761
C: -0.375 2.237 2.049  -0.869
C: 0.220 3.571 1.621  -0.882
C: 1.171 3.495 0.429  -0.307
C: 2.670 3.667 0.780  -0.891
C: 3.417 2.404 1.203  0.149
F: 2.859 1.215 0.696  -0.336
H: -0.210 -2.664 -4.837  0.226
H: 0.766 -3.682 -3.775  0.203
H: 0.043 -4.366 -5.231  0.317
H: -1.388 -5.090 -3.392  0.405
H: -1.311 -3.522 -2.634  0.214
H: -3.504 -4.235 -3.995  0.413
H: -2.542 -3.763 -5.384  0.361
H: -3.881 -1.869 -4.723  0.331
H: -2.201 -1.499 -4.394  0.284
H: -2.631 -2.142 -1.953  0.129
H: -4.317 -2.326 -2.365  0.207
H: -3.423 0.252 -3.352  0.389
H: -4.625 -0.053 -2.114  0.423
H: -1.640 0.354 -1.816  0.236
H: -2.513 -0.443 -0.543  0.081
H: -4.090 1.770 -0.815  0.408
H: -2.633 2.421 -1.537  0.255
H: -3.219 1.714 1.319  -0.431
H: -2.363 3.099 0.665  0.393
H: -1.349 0.391 1.424  -0.615
H: -0.488 1.200 0.133  0.248
H: 0.397 1.576 2.479  0.280
H: -1.081 2.420 2.871  0.247
H: -0.600 4.267 1.384  0.038
H: 0.940 4.280 -0.304  0.434
H: 1.083 2.543 -0.123  -0.056
H: 3.227 4.143 -0.037  0.415
H: 2.679 4.343 1.639  0.409
H: 4.449 2.410 0.839  -0.160
H: 3.430 2.292 2.289  0.265
C: -0.995 -1.700 4.095  -0.859
C: -2.358 -2.222 4.527  -0.060
C: -2.928 -3.279 3.573  -0.544
C: -3.082 -2.771 2.209  0.268
N: -3.186 -2.339 1.150  -0.412
H: -1.052 -1.198 3.129  -0.002
H: -0.622 -0.967 4.807  0.331
H: -0.267 -2.512 4.020  0.394
H: -3.056 -1.388 4.592  -0.047
H: -2.299 -2.674 5.520  0.327
H: -3.903 -3.631 3.915  0.300
H: -2.265 -4.146 3.527  0.282
C: 8.204 1.949 1.617  -1.153
C: 8.207 1.754 0.107  -0.429
C: 8.379 3.071 -0.659  -0.419
C: 7.297 4.011 -0.369  0.225
N: 6.424 4.728 -0.165  -0.383
H: 7.371 2.581 1.927  0.348
H: 8.105 0.992 2.130  0.313
H: 9.130 2.419 1.955  0.337
H: 7.274 1.283 -0.208  0.300
H: 9.019 1.085 -0.187  0.320
H: 8.390 2.895 -1.736  0.275
H: 9.325 3.548 -0.393  0.278
C: -6.466 0.907 6.175  -1.110
C: -6.489 2.079 5.202  -0.453
C: -5.848 1.737 3.853  -0.344
C: -4.443 1.361 3.993  0.212
N: -3.338 1.077 4.113  -0.437
H: -5.442 0.607 6.398  0.323
H: -6.952 1.171 7.115  0.332
H: -6.987 0.042 5.759  0.291
H: -5.966 2.934 5.634  0.305
H: -7.518 2.393 5.018  0.324
H: -5.898 2.586 3.169  0.307
H: -6.374 0.905 3.380  0.294
C: 3.044 -1.382 -4.420  -1.126
C: 3.936 -2.451 -3.807  -0.307
C: 4.807 -3.172 -4.842  -0.456
C: 4.018 -3.872 -5.857  0.279
N: 3.392 -4.418 -6.649  -0.448
H: 2.333 -1.817 -5.124  0.269
H: 2.474 -0.872 -3.645  0.316
H: 3.633 -0.630 -4.952  0.380
H: 3.327 -3.187 -3.279  0.236
H: 4.602 -2.004 -3.068  0.314
H: 5.453 -3.908 -4.361  0.287
H: 5.452 -2.457 -5.358  0.281



# 3
# C31H58O14

6 unconnected molecules or ions with the total composition C31H58O14 (the ωB97M-V functional and the def2-TZVPD basis, OMol25).

Properties
SMILES string: C=CC(=O)OCCCCCCC(=O)OC.CCOC(C)=O.CCOC(C)=O.CCOC(C)=O.CCOC(C)=O.CCOC(C)=O
E_LUMO: -0.7 eV
HOMO energy: -9.261 eV
2S+1: 1
E_tot: -61747.6802 eV

Last column: Mulliken charge in e.
Element x y z (Å)
C: 2.193 0.027 1.903  -0.682
C: 2.878 0.219 0.673  0.021
C: 3.324 1.599 0.049  0.603
O: 4.462 1.638 -0.502  -0.647
O: 2.571 2.792 0.054  -0.209
C: 1.240 2.614 -0.502  -0.783
C: 0.191 2.282 0.693  0.630
C: -1.029 3.312 0.574  -0.644
C: -2.065 3.115 1.789  -0.644
C: -3.012 1.835 1.561  -0.551
C: -4.130 2.227 0.449  -0.423
C: -5.074 0.965 0.192  0.402
O: -4.820 0.213 -0.782  -0.568
O: -6.161 0.656 1.068  -0.331
C: -7.418 1.070 0.420  -0.362
H: 2.557 0.494 2.872  0.160
H: 1.278 -0.663 1.977  0.268
H: 3.176 -0.725 0.093  0.342
H: 1.184 1.881 -1.371  0.252
H: 0.922 3.636 -0.929  0.408
H: -0.119 1.182 0.698  0.157
H: 0.688 2.467 1.722  -0.313
H: -0.609 4.381 0.624  0.382
H: -1.536 3.132 -0.448  0.208
H: -1.460 3.053 2.754  0.268
H: -2.740 4.035 1.810  0.365
H: -3.611 1.645 2.523  0.351
H: -2.411 0.917 1.260  0.251
H: -3.657 2.628 -0.501  0.335
H: -4.724 3.094 0.925  0.296
H: -8.266 0.606 1.033  -0.015
H: -7.428 0.653 -0.653  0.285
H: -7.511 2.214 0.417  0.248
O: 0.766 3.229 3.869  -0.566
C: 1.750 3.937 3.888  0.879
O: 2.567 3.974 2.826  -0.246
C: 3.643 4.912 2.659  -0.568
C: 4.905 4.414 3.329  -0.772
C: 2.125 4.705 5.124  -1.370
H: 3.351 5.909 2.998  0.347
H: 3.813 4.990 1.583  0.380
H: 4.774 4.308 4.408  0.262
H: 5.735 5.101 3.148  0.463
H: 5.177 3.427 2.945  0.063
H: 2.694 4.055 5.790  0.277
H: 1.207 5.017 5.626  0.362
H: 2.688 5.613 4.923  0.380
O: -10.391 0.338 1.759  -0.581
C: -10.728 -0.781 1.442  0.775
O: -11.761 -1.372 2.069  -0.348
C: -12.363 -2.605 1.646  -0.407
C: -11.624 -3.796 2.219  -0.926
C: -9.950 -1.565 0.424  -0.915
H: -12.448 -2.647 0.557  0.365
H: -13.384 -2.593 2.035  0.292
H: -10.592 -3.838 1.864  0.268
H: -12.122 -4.728 1.942  0.346
H: -11.582 -3.730 3.309  0.293
H: -9.110 -2.058 0.916  0.266
H: -9.566 -0.870 -0.326  0.251
H: -10.544 -2.298 -0.116  0.349
O: 3.145 -2.572 -5.303  -0.560
C: 4.007 -1.764 -5.041  0.776
O: 4.561 -1.747 -3.816  -0.389
C: 5.717 -0.969 -3.462  -0.552
C: 5.323 0.437 -3.059  -0.565
C: 4.404 -0.710 -6.035  -0.965
H: 6.460 -0.984 -4.263  0.365
H: 6.173 -1.474 -2.608  0.323
H: 4.849 0.974 -3.884  0.245
H: 6.197 1.004 -2.734  0.354
H: 4.600 0.411 -2.243  0.060
H: 3.719 0.135 -5.955  0.243
H: 4.330 -1.137 -7.037  0.316
H: 5.430 -0.365 -5.925  0.340
O: 7.559 2.564 4.172  -0.566
C: 7.223 1.451 3.843  0.899
O: 6.182 0.854 4.455  -0.375
C: 5.582 -0.374 4.012  -0.059
C: 6.314 -1.572 4.580  -1.183
C: 8.010 0.677 2.824  -1.121
H: 5.507 -0.404 2.923  0.228
H: 4.558 -0.365 4.392  0.261
H: 7.349 -1.612 4.234  0.290
H: 5.817 -2.500 4.288  0.379
H: 6.346 -1.518 5.671  0.317
H: 8.845 0.177 3.319  0.284
H: 8.401 1.380 2.086  0.308
H: 7.420 -0.050 2.271  0.366
O: -1.907 -7.682 -7.134  -0.569
C: -1.049 -6.871 -6.872  0.726
O: -0.496 -6.849 -5.645  -0.361
C: 0.655 -6.066 -5.292  -0.458
C: 0.257 -4.661 -4.892  -0.778
C: -0.654 -5.816 -7.866  -0.887
H: 1.399 -6.080 -6.092  0.364
H: 1.113 -6.568 -4.437  0.309
H: -0.218 -4.127 -5.718  0.238
H: 1.131 -4.091 -4.569  0.257
H: -0.468 -4.688 -4.075  0.311
H: -1.343 -4.974 -7.788  0.229
H: -0.726 -6.245 -8.868  0.295
H: 0.370 -5.468 -7.755  0.327



# 4
# C31H59IrN6OSi5

A molecular structure, C31H59IrN6OSi5 (the ωB97M-V functional and the def2-TZVPD basis, OMol25).

Properties
E_LUMO (spin up / spin down): -1.0 / -0.9 eV
HOMO energy (spin up / spin down): -5.867 / -6.030 eV
2S+1: 1
E_tot: -86317.8325 eV
Energy relative to the best compared isomer or geometry (same formula, charge and spin): 415.5 kJ/mol

Last column: Mulliken charge in e.
Element x y z (Å)
Ir: -0.183 -0.214 -0.026  3.611
C: -1.123 -3.842 3.105  -1.510
Si: -0.362 -2.191 2.464  0.913
C: 1.252 -2.620 1.515  -0.519
C: 0.508 -1.574 4.082  -1.324
C: -1.614 -0.992 1.590  -0.450
Si: -3.175 -1.395 0.552  0.737
C: -4.281 -2.692 1.444  -1.400
C: -4.401 0.076 0.307  -1.247
C: -3.008 -1.893 -1.287  -0.827
Si: -2.032 0.313 2.903  0.056
C: -3.331 1.714 3.157  -1.700
C: -2.593 -0.664 4.482  -1.513
C: -0.329 1.150 3.158  -0.291
C: -0.024 1.893 4.295  -0.739
C: 1.227 2.464 4.450  -1.022
C: 2.161 2.272 3.444  -1.222
C: 1.782 1.515 2.348  -0.536
N: 0.581 0.981 2.195  2.057
H: -1.044 -3.917 4.184  0.542
H: -0.598 -4.689 2.677  0.459
H: -2.169 -3.950 2.852  0.347
H: 2.021 -1.892 1.751  0.293
H: 1.110 -2.643 0.444  -0.578
H: 1.624 -3.592 1.824  0.433
H: 1.044 -2.405 4.533  0.562
H: -0.167 -1.187 4.831  0.374
H: 1.243 -0.804 3.883  0.268
H: -4.682 -2.288 2.368  0.378
H: -3.757 -3.608 1.685  0.327
H: -5.116 -2.962 0.806  0.465
H: -4.472 0.744 1.151  0.215
H: -5.400 -0.307 0.107  0.512
H: -4.105 0.668 -0.552  0.154
H: -2.710 -2.918 -1.438  0.039
H: -2.276 -1.263 -1.780  -0.055
H: -3.964 -1.748 -1.781  0.644
H: -4.323 1.279 3.202  0.493
H: -3.355 2.495 2.412  0.431
H: -3.154 2.190 4.120  0.451
H: -3.667 -0.574 4.611  0.463
H: -2.135 -0.287 5.392  0.375
H: -2.370 -1.721 4.412  0.388
H: -0.775 2.007 5.061  0.499
H: 1.476 3.044 5.328  0.436
H: 3.159 2.684 3.512  0.495
H: 2.491 1.329 1.557  -0.158
C: -1.364 -4.563 -0.134  -0.849
Si: -0.089 -4.015 -1.432  0.642
C: 1.520 -4.989 -1.018  -1.533
C: -0.749 -4.757 -3.084  -1.289
N: 0.123 -2.288 -1.551  -0.116
C: 0.494 -1.795 -2.735  -0.793
C: 1.207 -2.551 -3.699  -0.512
C: 1.305 -2.162 -5.005  -0.952
C: 0.656 -0.995 -5.426  -0.799
C: 0.100 -0.162 -4.490  -1.142
C: 0.152 -0.438 -3.103  0.940
N: -0.069 0.498 -2.169  0.145
Si: 0.193 2.173 -2.566  0.310
C: 0.689 3.145 -0.999  -0.508
C: -1.341 2.976 -3.406  -1.498
C: 1.686 2.430 -3.740  -1.289
H: -0.978 -5.400 0.436  0.580
H: -2.289 -4.894 -0.593  0.484
H: -1.600 -3.765 0.552  -0.759
H: 1.499 -5.976 -1.467  0.396
H: 1.630 -5.127 0.052  0.405
H: 2.416 -4.488 -1.371  0.372
H: -1.521 -5.497 -2.893  0.496
H: 0.027 -5.246 -3.666  0.380
H: -1.183 -3.987 -3.715  0.312
H: 1.662 -3.475 -3.386  0.520
H: 1.847 -2.767 -5.715  0.434
H: 0.628 -0.747 -6.478  0.406
H: -0.391 0.744 -4.805  0.634
H: 0.086 4.036 -0.867  0.338
H: 1.722 3.462 -1.055  0.574
H: 0.582 2.516 -0.124  -0.542
H: -2.226 2.358 -3.307  0.372
H: -1.170 3.123 -4.467  0.487
H: -1.561 3.947 -2.977  0.336
H: 2.617 2.321 -3.194  0.308
H: 1.666 3.422 -4.181  0.442
H: 1.698 1.708 -4.547  0.421
O: -1.758 1.643 0.588  0.024
N: -1.949 2.906 0.508  0.227
C: -1.420 3.753 1.431  0.264
C: -1.669 5.103 1.407  -0.879
C: -2.445 5.649 0.390  -0.719
C: -2.975 4.775 -0.554  -0.760
C: -2.733 3.426 -0.466  -0.506
H: -0.811 3.291 2.188  -0.059
H: -1.263 5.729 2.187  0.497
H: -2.635 6.708 0.326  0.418
H: -3.588 5.146 -1.361  0.475
H: -3.156 2.704 -1.142  0.507
N: 3.211 0.932 -0.873  -0.618
N: 2.398 -0.213 -0.609  -0.291
H: 4.190 0.689 -1.011  0.262
H: 3.139 1.584 -0.100  0.210
H: 2.849 -0.892 0.009  0.332
H: 2.232 -0.671 -1.502  0.135



> The highest E_tot belongs to which entry?

C31H58FN4



> Look up the 2S+1 of the second one.

1



> Number 2 is which compound?

C31H58FN4